(1)
{
  "formula": "C5H10O2",
  "method": "the ωB97M-V functional and the def2-TZVPD basis",
  "homo_energy_ev": -9.68,
  "de_lowest_kcal_mol": 63.3,
  "molar_mass_g_mol": 102.1,
  "gap_ev": 10.70,
  "species": ["O", "C", "C", "C", "C", "C", "O", "H", "H", "H", "H", "H", "H", "H", "H", "H", "H"],
  "positions_angstrom": [[-1.430589, 1.603782, -2.122815], [-1.191973, 1.482681, -0.747816], [-0.007661, 0.454288, -0.527073], [0.166127, 0.365950, 0.952707], [1.160457, -0.951483, 1.263538], [0.728933, -1.847272, 0.111223], [-0.245792, -0.879714, -0.935919], [-1.403038, 0.683525, -2.415250], [-2.106801, 1.167756, -0.209261], [-0.953941, 2.502021, -0.375760], [0.868097, 0.889040, -1.053263], [-0.814000, 0.069424, 1.353577], [0.455540, 1.349424, 1.344726], [0.922871, -1.334550, 2.271588], [2.234446, -0.698480, 1.251410], [0.103930, -2.697440, 0.412711], [1.513394, -2.158953, -0.574323]],
  "forces_ev_per_angstrom": [[-0.22, -0.33, -0.44], [0.46, -0.66, 0.10], [-0.24, 0.73, 0.70], [1.35, -1.19, 1.12], [-1.34, 2.12, -0.59], [-1.46, 1.44, -1.51], [1.35, -1.44, 1.68], [-0.19, 0.18, -0.50], [0.33, -0.18, -0.12], [0.29, -0.73, -0.08], [-0.20, -0.24, 0.22], [0.27, 0.23, 0.11], [0.25, -0.50, 0.41], [-0.03, -0.01, -0.64], [-0.55, 0.04, -0.24], [-0.04, 0.49, -0.37], [-0.05, 0.04, 0.14]]
}


(2)
{
  "formula": "C5H10O2",
  "method": "the ωB97M-V functional and the def2-TZVPD basis",
  "homo_energy_ev": -6.91,
  "de_lowest_kcal_mol": 139.4,
  "molar_mass_g_mol": 102.1,
  "gap_ev": 7.95,
  "species": ["C", "C", "C", "O", "C", "C", "O", "H", "H", "H", "H", "H", "H", "H", "H", "H", "H"],
  "positions_angstrom": [[-0.725239, -1.709865, -1.692311], [0.187023, -0.860996, -0.997563], [-0.676513, 1.268011, -0.855536], [-0.490115, 1.281107, 0.552708], [0.564736, 0.444650, 0.887950], [0.683679, 0.330282, 2.391421], [0.273239, -0.868237, 0.340539], [-0.448521, -2.074499, -2.679999], [-0.914768, -0.309816, -1.553334], [-1.475492, -2.240916, -1.111099], [1.047442, -0.462128, -1.546701], [-1.713625, 1.564926, -1.065656], [0.053492, 1.916198, -1.374175], [1.510512, 0.789407, 0.420024], [-0.236362, -0.100250, 2.800686], [1.535867, -0.299323, 2.668580], [0.824645, 1.331449, 2.814466]],
  "forces_ev_per_angstrom": [[0.25, -0.05, 0.22], [0.14, 0.03, 0.01], [0.06, -0.43, -0.20], [0.16, -0.13, -0.09], [0.09, -0.04, 0.08], [-0.02, -0.02, -0.09], [-0.11, 0.29, -0.16], [-0.08, 0.23, 0.30], [-0.23, 0.24, -0.03], [0.18, 0.22, -0.13], [-0.23, -0.06, 0.15], [0.28, -0.05, 0.04], [-0.21, -0.12, 0.18], [-0.25, -0.08, 0.05], [0.17, 0.08, -0.10], [-0.18, 0.12, -0.09], [-0.02, -0.22, -0.12]]
}


(3)
{
  "formula": "C5H10O2",
  "method": "the ωB97M-V functional and the def2-TZVPD basis",
  "homo_energy_ev": -9.42,
  "de_lowest_kcal_mol": 39.2,
  "molar_mass_g_mol": 102.1,
  "gap_ev": 10.30,
  "species": ["C", "O", "C", "C", "C", "C", "O", "H", "H", "H", "H", "H", "H", "H", "H", "H", "H"],
  "positions_angstrom": [[2.679479, 0.081920, 0.163519], [1.530535, -0.732370, 0.129625], [0.627735, -0.499029, 1.183025], [-0.989123, 0.126241, -0.765481], [-2.475701, 0.197946, -1.123776], [-0.745841, -0.009559, 0.722734], [-1.592545, 0.213063, 1.561499], [2.432829, 1.150515, 0.059715], [3.309927, -0.218901, -0.676738], [3.244329, -0.057224, 1.097834], [1.020047, 0.221884, 1.913552], [0.457276, -1.440031, 1.723453], [-0.477168, -0.701703, -1.267391], [-2.824436, 1.231048, -1.222309], [-2.674147, -0.319161, -2.069396], [-3.075201, -0.271475, -0.336888], [-0.447994, 1.026841, -1.092985]],
  "forces_ev_per_angstrom": [[0.25, 0.15, -0.02], [-0.01, -0.01, -0.01], [-0.09, 0.00, 0.17], [-0.03, -0.03, 0.00], [-0.09, 0.02, -0.02], [-0.17, 0.00, 0.20], [0.32, -0.06, -0.33], [0.00, -0.18, 0.01], [-0.09, 0.07, 0.13], [-0.09, 0.02, -0.16], [-0.07, -0.07, -0.12], [-0.02, 0.13, -0.05], [-0.08, 0.09, 0.11], [0.06, -0.19, 0.05], [0.05, 0.16, 0.17], [0.09, 0.07, -0.18], [-0.03, -0.16, 0.04]]
}


(4)
{
  "formula": "C5H10O2",
  "method": "the ωB97M-V functional and the def2-TZVPD basis",
  "homo_energy_ev": [-6.32, -6.87],
  "de_lowest_kcal_mol": 108.6,
  "molar_mass_g_mol": 102.1,
  "gap_ev": [7.13, 7.79],
  "species": ["C", "C", "C", "O", "C", "C", "O", "H", "H", "H", "H", "H", "H", "H", "H", "H", "H"],
  "positions_angstrom": [[-0.811758, 1.013983, -1.704634], [0.068216, -0.198192, -1.675724], [1.340918, 1.080070, 0.691110], [0.031889, 0.586757, 1.033286], [-0.204374, -0.668610, 0.632581], [-0.486339, -1.698467, 1.670036], [-0.093738, -1.022749, -0.588653], [-1.866940, 0.771674, -1.471008], [-0.780690, 1.426841, -2.718037], [-0.530981, 1.819448, -1.012154], [0.023330, -0.840613, -2.550820], [1.401052, 1.342480, -0.368749], [1.496167, 1.946320, 1.332575], [2.100445, 0.318851, 0.901777], [-1.449050, -1.505737, 2.159851], [-0.520672, -2.690764, 1.216011], [0.282525, -1.681290, 2.452550]],
  "forces_ev_per_angstrom": [[0.00, 0.17, -0.02], [-0.26, 0.01, -0.17], [0.19, 0.07, 0.00], [-0.02, 0.00, -0.01], [-0.16, -0.05, 0.48], [0.00, -0.03, -0.01], [0.14, -0.21, -0.27], [0.16, -0.02, -0.01], [-0.03, -0.06, 0.14], [-0.01, -0.14, -0.12], [0.06, 0.11, 0.10], [0.02, -0.02, 0.14], [-0.01, -0.08, -0.13], [-0.11, 0.09, 0.03], [0.13, -0.01, -0.07], [-0.01, 0.15, 0.03], [-0.09, 0.01, -0.11]]
}


> Number 3 is which compound?

C5H10O2